A structure of composition C18H26BeFN2O7PS in a non-equilibrium geometry. Source: the OMol25 dataset; level of theory: the ωB97M-V functional and the def2-TZVPD basis.

As for the total charge: +2. The LUMO energy is -8.935 eV. For the HOMO energy, the calculation gives -0.5163 Ha. The value obtained for the total energy is -2191.1793 a.u. Its HOMO-LUMO gap is 0.1880 Ha.

Positions of all 57 atoms, in Å:
1 C -0.068 0.910 2.835
2 C -0.724 1.332 1.544
3 O -0.066 0.849 0.391
4 C 1.064 1.568 0.082
5 P 2.722 0.773 -0.105
6 C 3.448 0.123 1.414
7 O 3.482 2.503 0.278
8 C 3.057 3.520 -0.291
9 O 2.288 4.336 0.431
10 C 3.387 3.901 -1.641
11 C 2.468 3.983 -2.685
12 C 2.907 4.384 -3.928
13 C 4.237 4.710 -4.154
14 C 5.152 4.601 -3.120
15 C 4.733 4.191 -1.867
16 C 3.729 0.589 -1.766
17 O 2.976 0.642 -2.716
18 O 4.884 0.453 -1.561
19 S 1.893 -1.339 -0.461
20 O 3.027 -2.033 -0.971
21 O 1.358 -1.980 0.711
22 F 0.819 -1.382 -1.601
23 H 0.104 -0.154 2.813
24 H -0.701 1.180 3.666
25 H 0.881 1.421 2.983
26 H -1.722 0.921 1.529
27 H -0.855 2.444 1.473
28 H 0.808 2.109 -0.836
29 H 1.289 2.238 0.975
30 H 4.029 -0.756 1.177
31 H 2.696 -0.091 2.158
32 H 4.103 0.869 1.836
33 H 1.431 3.750 -2.517
34 H 2.214 4.455 -4.744
35 H 4.573 5.046 -5.114
36 H 6.182 4.846 -3.285
37 H 5.454 4.107 -1.076
38 C -6.894 -5.022 2.087
39 C -6.662 -3.951 1.032
40 N -5.242 -3.567 0.953
41 C -4.617 -2.636 1.745
42 C -3.322 -2.585 1.346
43 N -3.181 -3.482 0.318
44 C -4.355 -4.065 0.101
45 C -1.950 -3.769 -0.430
46 H -6.564 -4.683 3.069
47 H -7.953 -5.262 2.147
48 H -6.347 -5.933 1.846
49 H -7.234 -3.054 1.256
50 H -6.969 -4.300 0.048
51 H -5.167 -2.116 2.509
52 H -2.477 -2.011 1.679
53 H -4.553 -4.817 -0.643
54 H -2.110 -3.554 -1.483
55 H -1.699 -4.818 -0.298
56 H -1.134 -3.159 -0.055
57 Be 1.169 3.764 0.917

A structure of composition C4H5Cl3O3PS in a non-equilibrium geometry. Source: the OMol25 dataset; level of theory: the ωB97M-V functional and the def2-TZVPD basis.

As for the total charge: -1. The LUMO energy is 2.595 eV. For the HOMO energy, the calculation gives -0.1935 Ha. The value obtained for the total energy is -2501.3550 a.u. Its HOMO-LUMO gap is 0.2888 Ha.

Positions of all 17 atoms, in Å:
1 C -2.751 0.245 0.340
2 C 2.471 -0.431 0.134
3 C -1.701 0.935 -0.596
4 C 1.090 -0.767 0.681
5 O 0.827 1.398 -1.216
6 O -0.319 -0.674 -2.481
7 O 0.058 -0.928 -0.090
8 P -0.135 0.210 -1.337
9 S -2.568 -1.100 1.276
10 Cl -4.536 0.497 0.384
11 Cl 1.339 -2.033 1.908
12 Cl 0.877 0.607 1.880
13 H 3.045 -0.347 1.119
14 H 2.831 -1.242 -0.595
15 H 2.581 0.519 -0.369
16 H -1.928 1.630 -1.362
17 H -1.180 1.482 0.322

The ion C3H9N2O2 with charge +1 in a non-equilibrium geometry. Source: the OMol25 dataset; level of theory: the ωB97M-V functional and the def2-TZVPD basis.

As for the total charge: +1. The LUMO energy is -3.612 eV. For the HOMO energy, the calculation gives -0.5639 Ha. Its SMILES is C/C(N)=[NH+]/C(O)O. The value obtained for the total energy is -379.4535 a.u. Its HOMO-LUMO gap is 0.4311 Ha.

Positions of all 16 atoms, in Å:
1 C 2.109 0.757 -0.279
2 C 0.955 -0.074 0.001
3 N 1.184 -1.433 0.053
4 N -0.185 0.540 0.397
5 C -1.642 0.013 0.450
6 O -1.720 -1.167 -0.317
7 O -2.394 0.968 -0.110
8 H 2.459 1.200 0.635
9 H 1.722 1.518 -0.971
10 H 2.877 0.143 -0.785
11 H 2.147 -1.732 -0.263
12 H 0.415 -2.018 -0.121
13 H -0.345 1.512 0.439
14 H -1.747 -0.105 1.474
15 H -2.589 -1.225 -0.800
16 H -3.245 1.101 0.195

A structure of composition C21H20ClN2O3OsSe2 in a non-equilibrium geometry. Source: the OMol25 dataset; level of theory: the ωB97M-V functional and the def2-TZVPD basis.

As for the total charge: +1. The LUMO energy (alpha / beta) is -3.918 / -3.913 eV. For the HOMO energy (alpha / beta), the calculation gives -0.3640 / -0.3641 Ha. The value obtained for the total energy is -6500.9367 a.u. Its HOMO-LUMO gap (alpha / beta) is 0.2201 / 0.2203 Ha.

Positions of all 50 atoms, in Å:
1 Os -1.850 -0.356 -0.078
2 Cl 0.380 -2.886 -6.507
3 C -0.357 -2.162 -5.136
4 C -1.519 -1.407 -5.305
5 C -2.064 -0.760 -4.219
6 C -1.496 -0.862 -2.937
7 O -1.994 -0.155 -1.963
8 C -0.356 -1.732 -2.742
9 C 0.188 -2.040 -1.469
10 N -0.292 -1.648 -0.290
11 C 0.222 -2.048 0.925
12 C 1.397 -2.779 1.145
13 C 1.723 -3.195 2.426
14 C 0.904 -2.938 3.510
15 C -0.277 -2.195 3.345
16 C -1.194 -1.906 4.381
17 C -2.325 -1.166 4.095
18 C -2.530 -0.674 2.816
19 N -1.679 -0.930 1.804
20 C -0.588 -1.711 2.049
21 C 0.200 -2.339 -3.882
22 H -1.969 -1.328 -6.280
23 H -2.950 -0.152 -4.329
24 H 1.030 -2.722 -1.476
25 H 2.047 -3.029 0.322
26 H 2.637 -3.752 2.573
27 H 1.150 -3.320 4.486
28 H -1.006 -2.271 5.377
29 H -3.054 -0.951 4.857
30 H -3.380 -0.037 2.583
31 H 1.068 -2.975 -3.773
32 O -0.530 4.670 0.784
33 C 0.743 4.478 0.223
34 C 0.984 2.964 0.153
35 C 2.359 2.684 -0.487
36 O 2.613 1.301 -0.459
37 C -0.090 2.299 -0.699
38 Se -1.818 2.177 0.271
39 C 0.976 2.331 1.544
40 Se -0.819 2.332 2.362
41 H -0.677 5.604 0.963
42 H 1.525 4.948 0.832
43 H 0.785 4.913 -0.786
44 H 3.121 3.230 0.078
45 H 2.353 3.048 -1.522
46 H 3.537 1.147 -0.686
47 H 0.220 1.281 -0.961
48 H -0.285 2.861 -1.613
49 H 1.638 2.869 2.224
50 H 1.297 1.289 1.467

A cluster of 2 separate species, C5H8N2 in total in a non-equilibrium geometry. Source: the OMol25 dataset; level of theory: the ωB97M-V functional and the def2-TZVPD basis.

As for the total charge: 0. The LUMO energy is 0.273 eV. For the HOMO energy, the calculation gives -0.3098 Ha. The value obtained for the total energy is -304.6686 a.u. Its HOMO-LUMO gap is 0.3198 Ha.

Positions of all 15 atoms, in Å:
1 C 2.469 -0.720 -0.078
2 C 1.107 -0.837 -0.321
3 C 2.767 0.591 0.235
4 C 0.605 0.382 -0.111
5 C -2.399 0.061 0.482
6 N 1.562 1.239 0.274
7 N -1.535 0.752 -0.411
8 H 3.310 -1.352 -0.315
9 H 0.643 -1.829 -0.409
10 H 3.692 1.130 0.393
11 H -3.424 0.239 0.162
12 H -2.389 -1.099 0.454
13 H -2.421 0.317 1.498
14 H 1.434 2.289 0.502
15 H -1.458 0.146 -1.196

A structure of composition C25H8BrF5IrN6O16. Source: the OMol25 dataset; level of theory: the ωB97M-V functional and the def2-TZVPD basis.

As for the total charge: -1. The LUMO energy (alpha / beta) is 0.872 / 0.337 eV. For the HOMO energy (alpha / beta), the calculation gives -0.2092 / -0.2413 Ha. The value obtained for the total energy is -5667.1475 a.u. The spin multiplicity is 5. Its HOMO-LUMO gap (alpha / beta) is 0.2412 / 0.2536 Ha.

Positions of all 62 atoms, in Å:
1 Ir 1.114 -0.823 -0.416
2 Br 2.037 -4.471 -1.265
3 C 3.358 -3.158 -1.550
4 C 4.671 -3.548 -1.757
5 C 5.602 -2.566 -2.047
6 C 5.192 -1.246 -2.127
7 C 3.868 -0.953 -1.865
8 N 2.963 -1.897 -1.572
9 C 3.379 0.479 -1.875
10 O 3.983 1.305 -2.517
11 O 2.327 0.705 -1.140
12 H 4.937 -4.593 -1.703
13 H 6.637 -2.834 -2.212
14 H 5.859 -0.436 -2.380
15 O -2.463 -3.000 6.103
16 N -1.551 -2.249 5.825
17 O -1.056 -1.448 6.592
18 C -1.000 -2.324 4.470
19 C 0.074 -1.535 4.140
20 C 0.600 -1.625 2.865
21 C 0.062 -2.476 1.855
22 O 0.448 -2.512 0.641
23 C -1.019 -3.290 2.302
24 C -1.557 -3.206 3.557
25 N -1.608 -4.300 1.405
26 O -0.908 -4.754 0.530
27 O -2.760 -4.623 1.613
28 N 1.740 -0.767 2.594
29 O 2.037 0.101 3.386
30 O 2.388 -0.975 1.549
31 H 0.503 -0.852 4.856
32 H -2.396 -3.829 3.828
33 O -2.218 0.709 1.044
34 C -1.130 1.100 0.680
35 O -0.018 0.433 0.836
36 C -0.975 2.480 0.094
37 C 0.269 2.999 -0.243
38 C 0.326 4.257 -0.813
39 C -0.791 5.020 -1.075
40 C -2.005 4.475 -0.708
41 C -2.124 3.230 -0.126
42 N -3.227 5.269 -0.955
43 O -4.292 4.748 -0.711
44 O -3.086 6.402 -1.361
45 N 1.648 4.832 -1.141
46 O 1.667 5.802 -1.871
47 O 2.616 4.326 -0.629
48 H 1.178 2.439 -0.079
49 H -0.718 5.994 -1.533
50 H -3.090 2.822 0.138
51 F -5.218 0.878 -2.086
52 C -3.949 0.457 -2.103
53 C -2.958 1.246 -2.657
54 F -3.270 2.444 -3.174
55 C -1.644 0.813 -2.660
56 F -0.706 1.620 -3.173
57 C -1.277 -0.416 -2.115
58 O -0.007 -0.824 -2.130
59 C -2.298 -1.191 -1.570
60 F -2.000 -2.367 -1.006
61 C -3.611 -0.769 -1.559
62 F -4.555 -1.530 -1.002

Q: The highest total charge belongs to which entry?
A: C18H26BeFN2O7PS